[1]
Below is 8 unconnected molecules or ions with the total composition C17H49O13P at a distorted geometry, with properties calculated with wB97M-V/def2-TZVPD.

Strongest force on any atom in eV/A: 2.439
Gap between HOMO and LUMO in eV: 9.85
DFT total energy in Eh: -1996.54616
Structure (SMILES): CCCOC(=O)OCCP(=O)(OCC)OCC.CO.CO.CO.CO.CO.CO.CO

Element x y z (Å)
C: 4.587 -0.982 0.031
C: 3.524 0.029 -0.343
C: 3.552 0.414 -1.820
O: 2.523 -0.378 -2.471
C: 1.831 0.239 -3.431
O: 2.178 1.212 -4.096
O: 0.646 -0.391 -3.651
C: -0.111 -0.657 -2.476
C: -1.041 0.508 -2.151
P: -2.531 0.070 -1.215
O: -3.745 0.547 -1.876
O: -2.611 -1.532 -1.092
C: -1.694 -2.114 -0.120
C: -1.078 -3.398 -0.673
O: -2.458 0.570 0.304
C: -1.572 1.659 0.634
C: -0.228 1.146 1.113
H: 4.398 -1.312 1.047
H: 4.559 -1.867 -0.592
H: 5.568 -0.529 0.049
H: 2.523 -0.294 -0.090
H: 3.708 0.938 0.224
H: 4.493 0.132 -2.263
H: 3.360 1.472 -1.910
H: -0.701 -1.538 -2.675
H: 0.511 -0.893 -1.621
H: -1.409 0.887 -3.096
H: -0.465 1.308 -1.704
H: -2.220 -2.282 0.806
H: -0.879 -1.420 0.042
H: -1.486 -4.275 -0.196
H: -0.004 -3.358 -0.547
H: -1.257 -3.443 -1.739
H: -1.479 2.397 -0.151
H: -2.014 2.163 1.476
H: 0.479 0.955 0.315
H: 0.188 1.878 1.794
H: -0.407 0.262 1.711
C: -3.330 0.575 4.148
O: -2.664 1.442 5.070
H: -2.692 -0.288 3.978
H: -4.289 0.239 4.553
H: -3.499 1.089 3.200
H: -3.231 2.205 5.214
C: 1.959 -2.572 2.815
O: 2.093 -1.268 2.251
H: 2.137 -3.293 2.021
H: 2.692 -2.731 3.609
H: 0.953 -2.724 3.215
H: 1.938 -0.629 2.950
C: -0.679 5.668 1.774
O: -1.407 4.440 1.793
H: 0.373 5.425 1.651
H: -0.997 6.298 0.941
H: -0.809 6.214 2.711
H: -2.336 4.657 1.901
C: 2.511 -3.802 -4.430
O: 3.152 -2.963 -3.477
H: 3.029 -4.758 -4.434
H: 1.463 -3.971 -4.164
H: 2.563 -3.369 -5.433
H: 2.697 -2.113 -3.468
C: -4.003 1.294 8.613
O: -4.742 1.535 7.420
H: -4.469 1.866 9.410
H: -4.023 0.234 8.878
H: -2.965 1.618 8.501
H: -4.325 1.027 6.719
C: 5.971 2.778 -4.523
O: 5.164 1.609 -4.465
H: 7.012 2.465 -4.520
H: 5.776 3.345 -5.438
H: 5.793 3.423 -3.657
H: 4.241 1.884 -4.467
C: -5.408 -2.458 -3.133
O: -4.157 -3.135 -3.065
H: -6.147 -3.168 -3.496
H: -5.711 -2.099 -2.147
H: -5.359 -1.612 -3.822
H: -3.511 -2.501 -2.742

=====

[2]
Below is a molecular structure, C12H17BN6O2Pb at a distorted geometry, with properties calculated with wB97M-V/def2-TZVPD.

Strongest force on any atom in eV/A: 3.058
Gap between HOMO and LUMO in eV: 7.60
DFT total energy in Eh: -1164.09355

Element x y z (Å)
H: 0.973 -3.082 1.328
N: -0.760 -2.109 0.538
B: -3.250 -1.441 0.023
N: -2.108 -2.418 0.527
C: -2.279 -3.626 1.110
Pb: 1.381 -0.211 0.508
H: -3.272 -4.022 1.183
C: -1.039 -4.098 1.534
H: -0.834 -5.017 2.051
C: -0.116 -3.115 1.152
H: -4.336 -1.887 0.274
C: 0.933 1.766 -0.941
H: 1.888 2.284 -0.960
H: 0.231 2.430 -0.369
H: 0.279 1.767 -2.020
N: -3.114 -1.125 -1.529
N: -2.958 -0.130 0.855
N: -1.936 -0.494 -1.865
N: -1.700 0.429 0.941
C: -3.841 -1.289 -2.655
C: -3.822 0.595 1.608
H: -4.810 -1.749 -2.604
H: -4.856 0.287 1.664
C: -3.111 -0.804 -3.743
C: -3.110 1.640 2.201
C: -1.896 -0.336 -3.173
C: -1.792 1.480 1.758
H: -3.366 -0.779 -4.774
H: -3.502 2.394 2.860
H: -1.011 0.118 -3.656
H: -0.911 2.077 2.002
H: 0.833 1.014 -2.074
C: 3.713 0.893 3.678
C: 3.001 0.771 2.352
O: 3.596 0.458 1.265
O: 1.713 0.938 2.353
H: 4.741 0.634 3.574
H: 3.269 0.249 4.427
H: 3.617 1.875 4.086

=====

[3]
Below is 2 unconnected molecules or ions with the total composition C7H15N at a distorted geometry, with properties calculated with wB97M-V/def2-TZVPD.

Strongest force on any atom in eV/A: 2.116
Gap between HOMO and LUMO in eV: 5.83
DFT total energy in Eh: -330.28123

Element x y z (Å)
C: -0.510 0.910 2.827
C: -0.873 1.485 1.447
C: 0.472 1.779 0.702
C: 0.884 0.439 0.134
N: 0.359 -2.225 -0.875
C: 0.476 -1.171 -1.672
C: 0.596 0.127 -1.163
C: 0.221 -1.433 -3.117
H: -0.022 1.686 3.428
H: 0.232 0.137 2.664
H: -1.311 0.523 3.448
H: -1.105 0.605 0.889
H: -1.605 2.277 1.494
H: 0.234 2.311 -0.227
H: 1.252 2.299 1.239
H: 1.297 -0.322 0.795
H: -1.144 -1.153 1.144
H: -0.535 -2.707 -1.030
H: 0.239 -1.953 0.115
H: 0.397 0.955 -1.819
H: -0.844 -1.625 -3.274
H: 0.548 -0.604 -3.739
H: 0.742 -2.340 -3.411

=====

[4]
Below is 2 unconnected molecules or ions with the total composition CHI2NO at a distorted geometry, with properties calculated with wB97M-V/def2-TZVPD.

Strongest force on any atom in eV/A: 4.829
Gap between HOMO and LUMO in eV: 8.95
DFT total energy in Eh: -763.95662
Structure (SMILES): [O-][N+]#CI.I

Element x y z (Å)
C: 0.944 -0.362 0.060
N: 1.020 -0.016 -1.061
O: 0.733 0.468 -2.069
I: 1.264 -1.462 1.768
I: -2.668 0.765 1.100
H: -1.293 0.608 0.202